# 1
This record from OMol25 describes a structure of composition C3CuMgO3 in a non-equilibrium geometry. The level of theory is wB97M-V/def2-TZVPD.

Properties
- total energy (eV) = -59296.4576
- HOMO (alpha / beta) (eV) = -21.868 / -21.813
- total charge = +3
- HOMO-LUMO gap (alpha / beta) (eV) = 5.90 / 5.90
- strongest force on any atom (Eh/bohr) = 0.1460
- energy relative to the best compared isomer or geometry (same formula, charge and spin) (eV) = 2.792

Each line ends with the natural charge from an NBO analysis.
CARTESIAN COORDINATES (ANGSTROEM)
C -0.817 -0.054 -0.500  0.077
C -1.953 -0.241 0.186  0.662
O -2.996 -0.381 0.620  -0.123
O 0.391 1.187 -0.287  -0.823
C 0.528 -0.029 -0.788  0.771
O 0.926 -1.093 -0.324  -0.504
Mg 1.187 2.899 0.288  1.947
Cu 2.734 -2.287 0.806  0.991

# 2
This record from OMol25 describes a structure of composition C3DyFO3 in a non-equilibrium geometry. The level of theory is wB97M-V/def2-TZVPD.

Properties
- total energy (eV) = -36043.5817
- HOMO (alpha / beta) (eV) = -11.563 / -11.574
- multiplicity = 7
- total charge = +1
- HOMO-LUMO gap (alpha / beta) (eV) = 6.53 / 5.08
- strongest force on any atom (Eh/bohr) = 0.0700
- expectation value of S² = 12.023
- energy relative to the best compared isomer or geometry (same formula, charge and spin) (eV) = 0.000

Each line ends with the Löwdin spin population.
CARTESIAN COORDINATES (ANGSTROEM)
C 1.384 -1.916 -0.403  -0.001
C 0.435 -1.188 -0.270  0.001
O -0.555 -0.391 -0.101  0.060
F 2.451 -2.641 -0.525  0.000
O 0.786 2.277 -0.183  0.001
C -0.305 1.895 -0.015  0.007
O -1.413 2.058 0.411  0.055
Dy -2.784 -0.096 1.087  5.877

# 3
This record from OMol25 describes the molecule C3F3N in a non-equilibrium geometry. The level of theory is wB97M-V/def2-TZVPD.

Properties
- total energy (eV) = -12745.9740
- SMILES string = FN=C=C=C(F)F
- HOMO (eV) = -9.168
- HOMO-LUMO gap (eV) = 8.76
- strongest force on any atom (Eh/bohr) = 0.0955
- energy relative to the best compared isomer or geometry (same formula, charge and spin) (eV) = 5.417

Each line ends with the natural charge from an NBO analysis.
CARTESIAN COORDINATES (ANGSTROEM)
C -0.790 0.624 -0.064  0.294
C 0.335 0.025 -0.084  -0.337
C 1.585 0.041 -0.009  0.769
N -1.947 0.344 -0.317  -0.006
F -3.154 0.621 -0.145  -0.120
F 2.664 -0.750 -0.124  -0.280
F 1.989 1.255 0.367  -0.320

Copy entry 3 word for word.
This record from OMol25 describes the molecule C3F3N in a non-equilibrium geometry. The level of theory is wB97M-V/def2-TZVPD.

Properties
- total energy (eV) = -12745.9740
- SMILES string = FN=C=C=C(F)F
- HOMO (eV) = -9.168
- HOMO-LUMO gap (eV) = 8.76
- strongest force on any atom (Eh/bohr) = 0.0955
- energy relative to the best compared isomer or geometry (same formula, charge and spin) (eV) = 5.417

Each line ends with the natural charge from an NBO analysis.
CARTESIAN COORDINATES (ANGSTROEM)
C -0.790 0.624 -0.064  0.294
C 0.335 0.025 -0.084  -0.337
C 1.585 0.041 -0.009  0.769
N -1.947 0.344 -0.317  -0.006
F -3.154 0.621 -0.145  -0.120
F 2.664 -0.750 -0.124  -0.280
F 1.989 1.255 0.367  -0.320